[1]
A structure of composition C29H25CoN7O2S5. Source: the Open Molecules 2025 dataset; level of theory: the ωB97M-V functional and the def2-TZVPD basis.

Gap between HOMO and LUMO (alpha / beta), eV: 5.273 / 4.795
Largest force on an atom, Eh/bohr: 0.057
Total energy, Eh: -5027.5392
2S+1: 2
<S²>: 0.790

XYZ file:
```
69
Properties=species:S:1:pos:R:3:forces:R:3
Co -0.261650 -0.143185 0.179919 -2.88 0.51 -0.05
N -0.449659 -4.260112 -1.017322 -0.02 -0.17 -0.07
C -0.600664 -3.151413 -0.280400 -0.01 0.00 0.11
N -0.432762 -1.950252 -0.710133 0.73 0.22 -0.18
C -0.133874 -1.763867 -2.077356 -0.11 0.12 0.20
N 0.052807 -0.578539 -2.532235 0.01 0.10 -0.47
N -0.066915 0.359193 -1.545336 0.94 -0.07 0.83
C 0.117280 1.631620 -1.818079 -0.24 -0.07 -0.44
C -0.039494 2.465206 -0.684027 -0.03 0.01 0.19
C 0.007733 3.869696 -0.694371 0.01 -0.01 -0.01
C -0.178100 4.560640 0.475004 0.04 -0.02 -0.02
C -0.444533 3.848310 1.653629 -0.02 0.08 -0.08
C -0.488897 2.477712 1.600159 -0.06 0.04 0.12
N -0.260159 1.777383 0.479384 0.73 -0.14 -0.27
C 0.002190 -2.929455 -2.943552 -0.06 -0.10 0.09
C 0.288924 -2.824647 -4.304007 0.07 -0.05 -0.02
C 0.527984 -3.961257 -5.049462 0.00 0.07 -0.02
C 0.474920 -5.216965 -4.446881 -0.05 -0.01 0.02
C 0.136378 -5.341074 -3.114447 -0.03 -0.12 -0.04
C -0.106271 -4.194900 -2.368356 -0.01 0.20 -0.05
H -0.645692 -5.158006 -0.607431 -0.02 0.03 0.04
H -0.900633 -3.307545 0.750041 0.05 0.01 0.01
H 0.366797 1.965928 -2.816327 -0.14 0.06 0.00
H 0.184890 4.378411 -1.632932 -0.01 0.02 0.01
H -0.127379 5.641737 0.487877 -0.03 -0.01 -0.01
H -0.618756 4.362011 2.588241 0.00 -0.04 0.01
H -0.715241 1.907355 2.493032 0.04 -0.07 -0.05
H 0.328496 -1.838361 -4.744327 0.04 0.00 0.00
H 0.757274 -3.878770 -6.103180 0.02 0.00 0.01
H 0.694218 -6.105088 -5.024466 -0.06 0.00 -0.02
H 0.055002 -6.320646 -2.658767 0.02 0.03 0.04
N -0.024675 -0.791603 2.149923 0.39 0.06 -0.07
C 0.881387 -0.255199 3.149722 -0.08 -0.09 -0.02
C 0.580722 -0.547458 4.476470 0.05 0.06 0.04
C 1.303092 0.002890 5.525346 -0.06 0.05 0.06
C 2.291424 0.919880 5.256504 0.05 -0.01 -0.01
C 2.612643 1.257407 3.933815 0.05 -0.06 0.02
C 3.485197 2.352137 3.654950 0.05 -0.01 -0.09
C 3.503802 2.879756 2.363554 0.03 -0.02 0.09
C 2.945313 2.182981 1.337833 -0.08 0.00 -0.07
N 2.432413 0.893749 1.558877 -0.06 0.18 -0.08
C 1.965008 0.584699 2.867395 -0.12 -0.04 -0.07
H 0.236994 -1.756917 1.971117 0.11 0.04 -0.05
H -0.962839 -0.807045 2.547635 -0.05 0.00 -0.10
H -0.258583 -1.199243 4.686760 0.02 -0.03 -0.04
H 1.048959 -0.247155 6.546924 0.01 -0.01 -0.01
H 2.815722 1.423417 6.058864 -0.01 -0.01 0.00
H 4.006973 2.836309 4.468154 -0.06 0.02 0.02
H 3.952198 3.842257 2.158229 -0.02 0.00 0.00
H 2.893396 2.542558 0.322796 -0.01 -0.01 0.01
C -5.805442 1.683126 1.161307 -0.02 -0.08 -0.13
S -5.500741 1.489939 -0.613972 0.01 0.05 0.03
C -4.992321 -0.183526 -0.720192 0.06 0.02 -0.11
C -3.870067 -0.722617 -0.185024 -0.12 -0.11 0.08
S -2.743382 0.039317 0.873605 0.21 -0.12 0.07
S -3.656764 -2.423256 -0.588008 -0.13 0.12 0.02
C -5.040432 -2.654556 -1.598002 0.00 0.04 0.00
S -5.371793 -4.074114 -2.360674 -0.01 -0.09 -0.02
S -6.005667 -1.234841 -1.693599 0.11 0.00 0.05
H -6.279337 2.657115 1.276375 -0.01 -0.01 0.04
H -4.865766 1.650630 1.706298 -0.02 -0.01 0.02
H -6.478424 0.901600 1.507630 -0.02 0.04 0.04
C 4.475462 0.655802 -0.585064 0.08 -0.14 -0.02
O 3.067057 0.391805 -0.602159 -0.06 0.30 -0.03
C 2.478635 -0.043183 0.534246 0.16 -0.28 -0.03
O 2.042594 -1.161083 0.609425 0.70 -0.49 0.45
H 4.651506 1.535550 -1.199850 0.01 0.01 0.01
H 4.995760 -0.200620 -1.012906 -0.03 -0.01 -0.01
H 4.850811 0.836567 0.421672 -0.04 0.01 0.01
```
Positions in Å, forces in eV/Å.

***

[2]
The molecule C4H6N2. Source: the Open Molecules 2025 dataset; level of theory: the ωB97M-V functional and the def2-TZVPD basis.

Gap between HOMO and LUMO, eV: 8.920
Largest force on an atom, Eh/bohr: 0.085
SMILES: C=C1C=NNC1
Total energy, Eh: -265.4302

XYZ file:
```
12
Properties=species:S:1:pos:R:3:forces:R:3
C 2.072133 -0.078299 -0.025212 2.10 -0.34 -0.91
C 0.783639 -0.067472 0.021922 -0.83 2.90 0.28
C -0.156996 -1.145846 0.120325 -2.93 -3.07 -1.13
C 0.010540 1.184703 0.018700 -1.72 -0.20 0.54
H 2.495005 -1.036390 -0.247350 0.99 -0.25 0.37
H 2.639108 0.849250 -0.094279 0.03 -0.42 0.07
H -0.033398 -1.884375 -0.737710 0.30 0.30 1.54
H -0.265220 -1.591717 1.134239 0.88 -0.17 -0.65
H -2.458377 -0.830954 -0.208641 2.21 0.32 0.59
H 0.422314 2.234318 -0.042592 -0.67 -1.43 0.35
N -1.455831 -0.515462 -0.141028 -0.51 3.64 0.22
N -1.266360 0.929940 0.052732 0.15 -1.30 -1.26
```
Positions in Å, forces in eV/Å.

***

[3]
A structure of composition C12H13AsN2O5S6Ti. Source: the Open Molecules 2025 dataset; level of theory: the ωB97M-V functional and the def2-TZVPD basis.

Gap between HOMO and LUMO (alpha / beta), eV: 5.623 / 5.610
Largest force on an atom, Eh/bohr: 0.017
Net charge: -1
Total energy, Eh: -6425.4559
2S+1: 2
<S²>: 0.759

XYZ file:
```
40
Properties=species:S:1:pos:R:3:forces:R:3
Ti -0.062554 0.615897 -0.345867 -0.47 -0.38 -0.61
O -0.466943 1.349619 3.940817 -0.04 0.11 0.07
C -0.485721 1.449125 2.609738 0.22 0.01 0.00
O 0.263887 0.801260 1.916174 -0.07 -0.10 -0.02
C -1.439399 2.507599 2.106622 -0.09 0.03 -0.06
O -1.919547 2.241477 0.821805 0.10 0.03 -0.05
C -3.123606 1.479429 0.798790 0.04 -0.09 0.04
C -2.848488 -0.013611 0.998021 0.02 0.07 0.02
O -3.725831 -0.718709 1.488819 -0.02 -0.01 -0.10
O -1.697940 -0.390674 0.600087 0.10 0.24 0.08
H 0.206188 0.694221 4.177200 0.01 -0.03 -0.04
H -2.244260 2.649801 2.832162 -0.01 -0.01 0.00
H -0.849372 3.427106 2.044073 0.04 -0.01 0.02
H -3.548166 1.622970 -0.194816 0.01 0.01 -0.01
H -3.830108 1.840123 1.549808 0.01 0.01 0.00
C 3.322899 1.048644 1.231425 0.02 0.05 0.09
C 3.099845 -0.169310 0.413666 0.32 -0.16 -0.22
N 1.976372 -0.593778 -0.097580 -0.22 0.48 0.17
C 2.131501 -1.794276 -0.754827 0.03 -0.14 0.03
C 3.392147 -2.293689 -0.752157 0.05 0.18 -0.09
S 4.433776 -1.205752 0.057664 -0.18 -0.06 0.14
C 0.946004 -2.428162 -1.318785 -0.13 -0.02 -0.02
C 0.882060 -3.630145 -1.944007 -0.01 -0.02 -0.07
S -0.738723 -3.954718 -2.374833 -0.02 0.08 0.10
C -1.243326 -2.460952 -1.656904 0.14 -0.10 -0.06
N -0.253102 -1.773489 -1.170351 0.11 0.02 0.12
C -2.683759 -2.096031 -1.636922 -0.03 0.03 0.02
H 2.856963 1.915891 0.752916 -0.01 -0.05 -0.02
H 4.389292 1.219346 1.375474 0.00 -0.01 0.01
H 2.845332 0.925892 2.204398 0.01 -0.01 0.01
H 3.739910 -3.209048 -1.199069 0.02 0.02 -0.01
H 1.683589 -4.313171 -2.169775 0.00 0.02 0.00
H -2.798252 -1.102092 -2.069968 -0.01 0.01 0.01
H -3.272592 -2.818919 -2.201477 0.02 0.00 -0.02
H -3.036487 -2.065588 -0.606107 -0.02 0.01 0.01
S 0.976518 2.882287 -0.394372 -0.05 -0.21 0.12
As 2.118794 2.462873 -2.297280 -0.06 -0.10 0.14
S -1.393620 1.172559 -2.339289 0.12 -0.05 0.21
S 0.535428 0.660440 -2.786900 0.11 0.06 0.07
S 1.861310 4.065574 -3.608391 -0.06 0.08 -0.07
```
Positions in Å, forces in eV/Å.

***

[4]
A cluster of 7 separate species, H14O7 in total. Source: the Open Molecules 2025 dataset; level of theory: the ωB97M-V functional and the def2-TZVPD basis.

Gap between HOMO and LUMO, eV: 9.655
Largest force on an atom, Eh/bohr: 0.022
SMILES: O.O.O.O.O.O.O
Total energy, Eh: -535.0439

XYZ file:
```
21
Properties=species:S:1:pos:R:3:forces:R:3
O -1.074800 2.914786 -2.153478 -0.15 -0.07 0.11
H -1.626688 2.173377 -2.420714 -0.02 0.11 -0.06
H -0.909129 2.773063 -1.213936 0.15 -0.01 -0.11
O -0.047104 -0.811847 3.833411 -0.12 -0.23 -0.27
H -0.275216 -0.741250 2.888877 0.23 0.21 0.65
H -0.751078 -1.342989 4.220455 0.05 0.09 0.05
O -0.036666 -1.079217 -4.158232 -0.10 -0.03 0.03
H -0.046360 -1.883055 -4.689374 0.04 0.07 0.01
H -0.713851 -1.224630 -3.490796 0.03 -0.09 -0.06
O 2.359842 1.756785 -0.330273 -0.22 -0.28 -0.12
H 2.041381 2.330841 0.371573 0.03 -0.06 0.02
H 1.642217 1.103948 -0.464450 0.45 0.57 0.13
O 2.318094 -1.213092 1.746765 -0.17 -0.13 -0.10
H 2.160080 -2.035344 2.223682 -0.01 0.12 0.04
H 1.672878 -1.211927 1.029497 0.19 0.06 -0.05
O 0.041058 0.286225 -0.604765 -0.96 -0.42 0.42
H -0.448860 0.268458 -1.433025 0.31 0.07 -0.11
H -0.599272 -0.030454 0.077904 0.71 0.14 -0.52
O -1.532089 -0.573012 1.438925 -0.65 -0.17 -0.03
H -2.320219 -0.011852 1.436121 0.16 0.00 0.17
H -1.854217 -1.448815 1.691833 0.04 0.06 -0.20
```
Positions in Å, forces in eV/Å.

***

[5]
A cluster of 2 separate species, C4H9N3 in total. Source: the Open Molecules 2025 dataset; level of theory: the ωB97M-V functional and the def2-TZVPD basis.

Gap between HOMO and LUMO, eV: 10.025
Largest force on an atom, Eh/bohr: 0.071
SMILES: [H]/N=C(/C#N)CN.C
Total energy, Eh: -322.0036

XYZ file:
```
16
Properties=species:S:1:pos:R:3:forces:R:3
C -1.070374 -1.242761 1.398636 -2.99 -1.93 0.89
C -1.493843 1.440782 -1.611580 0.26 0.66 -0.87
C 0.852364 -1.003641 -0.044223 1.22 2.25 -0.40
C 0.038003 -0.449551 1.065621 0.37 1.20 0.20
N -1.951662 -1.962661 1.625625 1.11 0.89 -0.32
N 2.264064 -0.810978 0.249100 -0.31 3.33 -1.52
N 0.239011 0.575260 1.761158 -2.19 -0.55 1.28
H -1.069864 1.508516 -2.677602 -0.66 0.08 1.69
H -2.550908 1.142895 -1.641426 0.41 0.01 -0.05
H -1.417425 2.393947 -1.045054 -0.03 -0.42 -0.71
H 0.579197 -2.011970 -0.028932 -0.11 -1.71 -1.15
H 0.656661 -0.376713 -0.964533 -0.17 -1.43 0.63
H 2.313789 0.299006 0.356430 0.76 -3.45 0.22
H 2.510990 -1.334783 1.056134 0.46 0.14 1.01
H -0.917431 0.724706 -1.039321 -0.16 -0.18 -0.13
H 1.017426 1.107945 1.539967 2.03 1.12 -0.77
```
Positions in Å, forces in eV/Å.

***

[6]
A cluster of 2 separate species, C5H12NO2 in total. Source: the Open Molecules 2025 dataset; level of theory: the ωB97M-V functional and the def2-TZVPD basis.

Gap between HOMO and LUMO, eV: 7.242
Largest force on an atom, Eh/bohr: 0.027
Net charge: -1
Total energy, Eh: -402.9451

XYZ file:
```
20
Properties=species:S:1:pos:R:3:forces:R:3
N -1.778398 -0.817692 0.364668 0.12 0.19 0.06
C -0.930282 -1.376862 1.443003 0.46 0.42 0.00
C 0.041057 -0.259985 1.907671 -0.23 0.23 -0.37
C -0.613457 1.001679 1.328628 -0.08 0.54 1.28
C -1.190301 0.506902 0.023396 0.45 -0.31 -0.38
C -0.086947 0.374124 -1.108814 0.18 0.04 1.33
O 1.205507 0.465141 -0.650116 -0.20 0.01 -0.32
H -2.679263 -0.631330 0.783509 -0.15 -0.02 -0.02
H -1.573546 -1.691782 2.252775 -0.17 -0.32 0.32
H -0.337636 -2.223868 1.102489 -0.17 -0.19 -0.16
H 0.184731 -0.238538 2.992397 -0.05 0.01 -0.08
H 0.983942 -0.365911 1.383324 0.22 -0.10 0.08
H -1.391261 1.331767 2.048832 -0.22 -0.20 -0.44
H 0.032594 1.878337 1.251393 0.36 -0.36 -0.30
H -1.968812 1.169420 -0.344163 -0.36 -0.03 -0.09
H -0.304135 -0.617316 -1.544673 -0.13 0.13 -0.47
H -0.322800 1.188394 -1.808053 -0.09 -0.01 -0.55
H 2.060450 0.334693 -1.779190 0.29 -0.30 -0.31
H 2.305296 -0.375558 -3.264571 -0.19 -0.05 0.10
O 2.741959 0.182806 -2.620002 -0.05 0.31 0.33
```
Positions in Å, forces in eV/Å.

***

total energy of number 3 (C12H13AsN2O5S6Ti)?
-6425.4559 Eh